# 1
Computed, not measured: a gas-phase ion, C3H2O2P (charge -1) in a non-equilibrium geometry, with wB97M-V/def2-TZVPD.

```
8
Properties=species:S:1:pos:R:3:forces:R:3:nbo_charge:R:1
C 0.43946 1.91336 0.55249 1.52 -1.89 0.29 0.027
C -0.50232 -1.05493 -0.02274 3.95 1.94 -0.46 -0.862
C -1.74661 -1.00074 0.04779 -1.72 -2.47 -0.47 0.538
O 0.05194 2.71432 -0.21388 -1.00 1.35 -0.78 -0.605
O -2.86111 -1.44960 0.02510 -0.45 1.32 0.34 -0.622
P 0.93976 -0.04708 -0.15829 -1.79 -0.19 2.37 0.661
H 1.75961 -0.67836 -1.07225 0.32 -0.60 -1.32 -0.088
H 1.91928 -0.39696 0.84177 -0.83 0.54 0.03 -0.048
```
Positions in Å, forces in eV/Å.

Values from the calculation:
* Kohn-Sham gap (alpha / beta): 5.1 / 6.8 eV
* HOMO energy (alpha / beta): -0.87 / -4.16 eV
* net charge: -1
* multiplicity: 3
* energy: -16522.521 eV
* <S²>: 2.02
* largest force on an atom: 4.421 eV/Å
* LUMO (alpha / beta): 4.230 / 2.672 eV

---

# 2
Computed, not measured: a molecular structure, C42H57NP2RuSe, with wB97M-V/def2-TZVPD.

```
104
Properties=species:S:1:pos:R:3:forces:R:3:mulliken_spin:R:1
Ru -0.09438 -0.51980 -0.26884 0.19 -0.26 0.15 0.525
N -0.61067 -0.09385 1.85794 -0.09 0.19 0.13 0.035
C -1.19007 -1.19395 2.59367 0.03 -0.08 -0.03 -0.008
C -0.90050 -1.41853 3.92640 -0.04 0.04 0.05 -0.002
C -1.45838 -2.51764 4.56815 0.01 0.02 -0.01 0.002
C -2.29803 -3.38046 3.88046 -0.02 0.01 -0.02 -0.001
C -2.58072 -3.15025 2.54053 -0.06 0.03 0.03 0.004
C -2.02989 -2.05283 1.89036 0.10 -0.13 -0.03 -0.005
P -2.16293 -1.71528 0.11298 0.16 0.52 -0.06 0.010
C -2.63155 -3.29786 -0.62220 -0.05 -0.01 0.01 -0.007
C -1.65080 -4.23328 -0.94648 0.01 -0.01 0.05 0.004
C -2.01195 -5.47663 -1.43949 0.02 0.01 0.01 0.001
C -3.35286 -5.79182 -1.61176 -0.02 0.00 0.01 0.000
C -4.33392 -4.86599 -1.28737 0.01 -0.02 -0.01 0.000
C -3.97691 -3.62040 -0.79234 0.03 0.02 -0.08 0.001
C -3.60334 -0.63612 -0.09415 -0.09 -0.10 0.10 -0.005
C -4.44889 -0.32066 0.96424 0.00 -0.01 0.00 -0.003
C -5.54366 0.50982 0.75603 -0.01 -0.02 -0.01 0.000
C -5.79703 1.01814 -0.50818 -0.01 -0.01 0.01 0.000
C -4.95071 0.70694 -1.56682 0.00 -0.01 -0.01 0.004
C -3.85334 -0.11052 -1.36117 0.01 0.01 0.00 -0.009
H 0.09917 0.37183 2.41407 0.04 -0.10 -0.03 0.011
H -1.31351 0.62516 1.66221 0.01 0.02 0.01 -0.008
H -0.24667 -0.74299 4.46543 0.00 0.00 0.00 0.000
H -1.22943 -2.69945 5.60954 0.00 0.00 0.00 0.000
H -2.72312 -4.23881 4.38217 0.00 0.00 0.00 0.000
H -3.21503 -3.83530 1.99198 0.00 -0.01 0.00 0.000
H -0.60259 -3.99422 -0.81444 0.01 0.02 -0.01 -0.006
H -1.24708 -6.19834 -1.69318 0.00 0.00 0.00 0.000
H -3.63340 -6.76161 -2.00076 0.00 0.00 0.00 0.000
H -5.37883 -5.11127 -1.42206 0.00 0.00 0.00 0.000
H -4.74429 -2.89617 -0.55021 -0.01 -0.01 0.00 0.001
H -4.26506 -0.72825 1.95136 0.00 0.00 0.00 0.000
H -6.19943 0.75234 1.58176 0.00 0.00 0.00 0.000
H -6.65240 1.66059 -0.67106 0.00 0.00 0.00 0.000
H -5.14611 1.10647 -2.55360 0.00 0.00 0.00 0.000
H -3.18632 -0.34244 -2.18398 0.01 0.00 0.00 0.011
C 3.32049 -1.21555 -1.97273 -0.06 -0.02 -0.08 -0.003
C 3.60761 -0.32129 -0.77680 0.05 0.10 0.06 -0.001
C 4.79116 0.59751 -1.09989 0.00 -0.03 -0.01 0.001
P 2.11354 0.55689 -0.09104 -0.07 0.11 -0.02 0.023
C 2.53450 0.60923 1.71902 0.03 -0.03 -0.04 -0.023
C 2.36466 -0.79366 2.32607 0.00 0.01 0.02 -0.002
C 3.92261 1.12159 2.11468 -0.02 0.00 0.03 0.000
C 2.02304 2.29320 -0.71791 0.04 -0.03 0.11 0.007
C 3.03352 3.35061 -0.27799 0.00 -0.01 0.02 0.000
C 1.86824 2.24395 -2.23577 0.04 0.05 -0.04 -0.006
H 4.24384 -1.71142 -2.28001 -0.01 0.00 -0.01 0.000
H 2.94933 -0.63857 -2.82253 -0.02 -0.02 -0.02 -0.002
H 2.58616 -1.98339 -1.73922 -0.03 -0.02 0.01 -0.004
H 3.90551 -0.96765 0.05598 -0.01 -0.02 -0.01 -0.001
H 4.56456 1.25302 -1.93938 0.02 0.00 0.00 0.000
H 5.64183 -0.02016 -1.39413 0.00 0.00 0.01 0.000
H 5.10409 1.21135 -0.26063 -0.01 0.02 0.02 0.000
H 1.79237 1.29647 2.14500 0.02 0.01 -0.01 0.000
H 3.25389 -1.39560 2.13545 -0.01 -0.01 -0.02 0.000
H 1.50825 -1.34542 1.93346 0.02 -0.01 0.01 0.005
H 2.25558 -0.73187 3.41109 0.02 0.00 0.00 0.000
H 4.69691 0.42474 1.79342 0.01 0.00 -0.01 0.000
H 3.98143 1.18187 3.20357 0.00 0.00 0.00 0.000
H 4.15651 2.10290 1.71570 0.00 0.01 0.00 0.000
H 1.05266 2.59110 -0.31076 0.02 0.01 -0.05 0.001
H 4.05625 3.13254 -0.57729 0.01 -0.01 0.00 0.000
H 3.01048 3.51867 0.79760 0.00 0.00 0.01 0.000
H 2.75344 4.29559 -0.74932 0.00 0.00 -0.01 0.000
H 2.78693 1.93813 -2.73863 -0.01 0.01 0.00 0.000
H 1.60725 3.23712 -2.60778 -0.02 -0.01 0.00 0.000
H 1.07777 1.55717 -2.52402 -0.04 -0.06 -0.02 0.006
C 1.49273 0.65729 -8.05000 0.01 0.01 -0.01 -0.002
C 1.08266 0.19010 -6.68199 0.01 -0.02 0.01 0.018
C 1.44899 -1.06358 -6.20825 -0.01 0.01 -0.02 -0.009
C 1.07214 -1.51828 -4.95204 0.04 0.03 0.03 0.009
C 1.44886 -2.92430 -4.56240 -0.02 0.00 -0.01 0.027
C 0.32913 -0.65850 -4.12048 0.16 -0.08 0.00 0.026
Se -0.19724 -1.40857 -2.41765 -0.28 -0.02 -0.31 0.356
C -0.12533 0.57281 -4.60390 -0.01 -0.01 0.02 0.010
C -1.09914 1.45720 -3.87814 -0.06 0.00 0.04 0.006
C 0.28247 0.97812 -5.87102 -0.01 0.02 0.02 -0.011
H 2.22544 -0.01364 -8.49532 0.00 0.00 0.00 0.000
H 1.92561 1.65729 -8.00906 0.00 0.00 0.00 0.001
H 0.63024 0.70267 -8.71719 0.00 0.00 0.00 0.002
H 2.03547 -1.71806 -6.84314 0.00 0.00 0.00 0.001
H 1.89211 -3.43831 -5.41364 0.01 0.01 0.00 0.001
H 0.57661 -3.49688 -4.24154 -0.01 0.02 0.00 -0.001
H 2.17026 -2.94986 -3.74792 0.04 0.01 0.08 -0.008
H -1.28860 1.14262 -2.85663 0.01 0.00 0.06 -0.006
H -2.05161 1.46817 -4.41476 0.01 -0.02 0.01 -0.002
H -0.73610 2.48444 -3.84793 0.00 0.04 0.01 0.001
H -0.06219 1.94070 -6.23544 0.00 0.00 -0.01 0.000
C -3.18162 3.56283 0.90310 0.01 -0.05 0.00 0.000
C -2.11535 3.63604 -0.19763 0.03 0.07 -0.01 -0.005
C -2.78348 3.99069 -1.53173 -0.02 -0.02 -0.01 -0.003
C -1.07718 4.70936 0.15837 -0.01 -0.01 -0.01 0.003
C -1.44771 2.32569 -0.31254 -0.07 -0.05 -0.01 -0.017
C -0.90632 1.24613 -0.42569 -0.13 -0.14 -0.10 0.045
H -3.72982 4.50521 0.95894 0.01 0.01 0.01 0.000
H -2.72185 3.37856 1.87645 0.00 -0.01 0.01 -0.001
H -3.88951 2.75807 0.69881 0.02 0.04 0.00 -0.001
H -3.30895 4.94355 -1.44312 0.01 0.01 0.00 0.000
H -3.50395 3.22318 -1.81872 0.01 0.01 0.01 0.000
H -2.04169 4.08106 -2.32536 0.02 -0.01 -0.02 0.000
H -1.56970 5.66625 0.34132 0.00 0.00 -0.02 0.000
H -0.36312 4.84359 -0.65670 0.02 -0.02 0.01 0.000
H -0.52487 4.43206 1.05818 -0.01 0.01 0.02 -0.001
```
Positions in Å, forces in eV/Å.

Values from the calculation:
* Kohn-Sham gap (alpha / beta): 7.3 / 6.3 eV
* HOMO energy (alpha / beta): -10.18 / -10.39 eV
* net charge: +1
* multiplicity: 2
* energy relative to the best compared isomer or geometry (same formula, charge and spin): 1.7 kcal per mole
* energy: -132470.795 eV
* <S²>: 0.77
* largest force on an atom: 0.549 eV/Å
* LUMO (alpha / beta): -2.877 / -4.076 eV

---

# 3
Computed, not measured: a molecular structure, C11H26Br2InO4P2 in a non-equilibrium geometry, with wB97M-V/def2-TZVPD.

```
46
Properties=species:S:1:pos:R:3:forces:R:3:mulliken_charge:R:1
C 1.45826 3.28623 1.25347 -0.21 1.00 -0.09 -0.636
C 0.00532 3.78326 0.96604 1.57 0.90 -0.20 -0.263
O -0.97669 3.28570 1.88821 -0.60 -1.52 -2.23 -0.423
P -1.87853 2.01116 1.29384 -2.60 -0.70 2.87 1.010
O -3.15251 1.96550 2.12968 1.93 0.37 -1.47 -0.854
C -0.97292 0.39591 1.63699 0.32 0.05 -0.95 -0.320
C -1.12251 -0.68221 0.50345 0.64 -0.16 0.34 -1.150
In 0.84494 -1.69850 -0.02839 -0.75 -0.02 0.53 0.481
C 2.04428 -2.31610 1.76339 0.11 -0.22 0.22 -1.257
C 1.93977 -0.22572 -1.38192 0.98 0.67 0.65 -0.882
Br 0.77783 1.40358 -1.59456 -0.01 -0.88 -0.04 -0.182
C 3.33991 0.19176 -0.79279 -0.92 -1.07 -1.84 0.074
C 4.35827 -0.93096 -1.22494 -0.07 0.75 0.92 -1.048
Br 3.97846 1.86926 -1.71767 0.34 0.02 0.49 -0.256
P 0.19801 -3.67610 -1.54100 0.39 0.09 -1.04 0.190
C -1.66005 -3.56181 -1.87851 0.08 -0.74 0.99 -0.851
O 0.38116 -5.17251 -0.71789 -1.21 0.40 0.21 -0.555
O -2.27532 2.18593 -0.31794 0.91 0.04 2.02 -0.372
C -3.67491 2.01230 -0.57771 -1.32 -0.37 -1.31 -0.348
C -4.18951 0.55521 -0.44293 -0.29 -0.07 0.57 -0.905
H 2.08897 3.49866 0.36385 -0.44 -0.31 0.40 0.196
H 1.87042 3.93553 2.05602 -0.17 -0.80 -0.13 0.374
H 1.52868 2.21385 1.49481 -0.08 0.51 -0.06 0.025
H 0.02392 4.88737 1.10050 -0.17 -0.62 -0.09 0.300
H -0.23092 3.61262 -0.10036 -0.28 -0.21 0.62 0.183
H -1.43521 -0.02799 2.55120 0.03 0.77 -0.40 0.384
H 0.08717 0.59104 1.90538 -0.57 0.14 -0.30 0.200
H -1.50895 -0.28110 -0.44933 0.11 -0.13 0.59 0.253
H -1.77840 -1.49220 0.87663 0.09 0.47 -0.38 0.457
H 1.33824 -2.61542 2.57092 0.38 0.29 -0.46 0.291
H 2.66963 -3.21670 1.56530 -0.30 0.61 0.01 0.283
H 2.70852 -1.51811 2.16390 -0.38 -0.45 -0.22 0.244
H 2.08283 -0.63340 -2.39949 -0.13 0.51 0.42 0.565
H 3.31612 0.38055 0.29017 0.09 0.21 -0.57 0.361
H 4.77222 -1.38000 -0.30319 -0.21 -0.15 -0.55 0.243
H 5.19667 -0.46514 -1.77418 -0.49 -0.47 0.19 0.391
H 3.83508 -1.67302 -1.85044 0.39 0.17 0.34 0.279
H -1.96273 -4.25875 -2.68578 0.24 0.53 0.28 0.368
H -1.92085 -2.51271 -2.12459 0.28 -0.58 0.04 0.140
H -2.23462 -3.85989 -0.96996 0.26 0.33 -0.51 0.211
H 1.30236 -5.40268 -0.64321 0.41 0.08 -0.18 0.286
H -4.30945 2.72598 -0.01730 0.58 -0.53 0.10 0.330
H -3.81385 2.28684 -1.64767 0.41 -0.04 0.57 0.341
H -4.12832 0.19254 0.60241 0.11 0.31 -0.55 0.276
H -5.26818 0.49762 -0.71444 0.63 0.29 0.02 0.397
H -3.65262 -0.16742 -1.07997 -0.09 0.51 0.16 0.166
```
Positions in Å, forces in eV/Å.

Values from the calculation:
* Kohn-Sham gap: 6.3 eV
* HOMO energy: -3.70 eV
* net charge: -1
* energy: -183856.983 eV
* largest force on an atom: 3.934 eV/Å
* LUMO: 2.638 eV